{"formula": "C3H9NO", "method": "ωB97M-V with the def2-TZVPD basis set", "largest_force_ev_per_a": 5.500, "e_homo_ev": -8.40, "multiplicity": 1, "mol_weight_da": 75.11, "energy_ev": -6790.2684, "e_above_lowest_kcal_mol": 110.4, "elements": ["C", "C", "C", "H", "H", "H", "H", "H", "H", "H", "H", "H", "N", "O"], "coordinates": [[-2.219674, 0.148734, -0.360159], [-0.027041, 0.179010, 0.672196], [1.178272, 0.645273, -0.109895], [-3.151879, 0.176657, 0.636179], [-2.586832, -0.672347, -1.347490], [-1.972062, 1.399921, -0.831511], [-1.214573, -1.635018, 0.428881], [-0.582643, 0.995310, 1.249562], [0.324606, -0.442338, 1.487486], [1.589958, 1.582234, 0.281727], [0.951289, 0.950930, -1.186770], [2.574713, -0.551130, -1.131992], [-0.990908, -0.559147, 0.041950], [2.176805, -0.466036, -0.136572]], "forces_ev_per_angstrom": [[-1.5501, -0.7537, -1.4758], [0.4030, 1.4900, 3.1789], [0.7249, -0.1943, -2.1513], [2.7082, 0.2252, -3.1880], [0.2655, 3.1505, 2.9820], [-0.8157, -4.2476, 1.5994], [0.8666, 4.2643, -1.3607], [1.1612, -0.1683, -0.7541], [0.7521, 0.0237, 0.3118], [0.3242, -0.4576, 0.5366], [-0.1911, -0.7138, 1.2611], [-1.6160, 0.4757, 3.8008], [-3.4587, -4.0727, -1.3041], [0.4260, 0.9785, -3.4365]]}



{"formula": "C3H9NO2", "method": "ωB97M-V with the def2-TZVPD basis set", "largest_force_ev_per_a": 4.747, "smiles": "C=CC.ONO", "e_homo_ev": -8.46, "multiplicity": 1, "mol_weight_da": 91.11, "energy_ev": -8836.8014, "e_above_lowest_kcal_mol": 141.9, "elements": ["C", "C", "C", "H", "H", "H", "H", "H", "H", "O", "N", "O", "H", "H", "H"], "coordinates": [[0.604439, 0.676303, 1.114229], [0.706398, 0.769404, -0.233111], [-0.114308, 1.701451, -1.062482], [-0.023535, 1.351252, 1.677977], [1.341517, 0.138465, 1.690007], [1.383763, 0.111362, -0.763798], [0.535567, 2.479450, -1.469351], [-0.604786, 1.165262, -1.873544], [-0.877543, 2.197964, -0.465060], [-1.009303, -1.820321, 1.176915], [-0.782476, -1.634021, -0.228149], [0.383377, -2.370714, -0.557618], [-1.252746, -0.980527, 1.605656], [-0.381360, -0.499001, 0.058406], [0.090995, -3.286330, -0.670076]], "forces_ev_per_angstrom": [[1.1804, 1.1006, -0.7406], [-0.2112, 0.3393, 1.2756], [-0.0499, 0.0251, 0.1421], [-0.2885, 0.0496, -0.0544], [-0.1969, -0.5039, -0.0215], [0.2090, 0.0377, 0.0589], [-0.0471, -0.1009, -0.1886], [0.0538, 0.0720, -0.1514], [-0.0224, -0.0050, 0.0524], [-0.3139, -1.5027, 1.2773], [0.2475, 3.6050, 0.8331], [0.1610, 0.6216, 0.6577], [0.2253, -0.1130, -0.5296], [-0.6991, -3.9241, -2.5787], [-0.2481, 0.2985, -0.0324]]}



{"formula": "C3H9NO2", "method": "ωB97M-V with the def2-TZVPD basis set", "largest_force_ev_per_a": 1.388, "smiles": "CC(=O)O.CN", "e_homo_ev": -8.53, "multiplicity": 1, "mol_weight_da": 91.11, "energy_ev": -8841.8251, "e_above_lowest_kcal_mol": 26.1, "elements": ["C", "C", "O", "O", "H", "H", "H", "H", "C", "N", "H", "H", "H", "H", "H"], "coordinates": [[-2.614362, 0.559394, 1.250105], [-1.202041, 0.478838, 0.748541], [-0.526054, -0.507831, 0.800999], [-0.796865, 1.600490, 0.102078], [-2.720544, 0.833648, 2.296560], [-3.081232, -0.402632, 1.027893], [-3.138625, 1.285930, 0.618890], [0.155716, 1.739434, 0.230821], [2.687050, -1.648558, -1.409625], [2.027110, -0.360815, -1.335883], [3.633002, -1.514187, -1.916334], [2.139339, -2.459858, -1.900193], [2.933032, -2.096854, -0.434715], [1.156720, -0.331583, -0.817335], [2.725620, 0.354609, -1.285710]], "forces_ev_per_angstrom": [[-0.5494, 0.0781, -1.2719], [-0.1604, -0.2019, -0.2022], [0.4666, -0.1407, 0.3033], [0.0221, 0.6992, 0.6791], [0.2335, -0.0669, -0.0147], [0.0870, -0.0005, 0.4724], [0.0345, 0.0903, 0.3852], [-0.1372, -0.4274, -0.3863], [0.0569, -0.6129, 0.8129], [-0.1227, -0.9388, -0.9824], [0.1751, -0.0806, -0.3085], [-0.2495, 0.5023, -0.3665], [0.0537, 0.2385, 0.1343], [0.6454, 0.3267, 0.2079], [-0.5555, 0.5346, 0.5374]]}



{"formula": "C3H9NO2", "method": "ωB97M-V with the def2-TZVPD basis set", "largest_force_ev_per_a": 5.042, "smiles": "CC=O.NCO", "e_homo_ev": -8.75, "multiplicity": 1, "mol_weight_da": 91.11, "energy_ev": -8839.3214, "e_above_lowest_kcal_mol": 83.8, "elements": ["C", "C", "O", "H", "H", "H", "H", "N", "C", "O", "H", "H", "H", "H", "H"], "coordinates": [[3.074458, -0.910538, -2.908256], [3.071184, -1.403239, -1.443258], [3.425493, -0.845378, -0.396119], [3.522671, 0.133286, -2.617007], [2.153548, -0.897283, -3.420442], [3.781578, -1.397329, -3.588318], [2.926258, -2.453773, -1.432349], [-3.157022, 2.089823, 1.830503], [-2.697451, 0.680013, 2.168028], [-1.559053, -0.024433, 1.652015], [-3.717938, 2.518548, 2.501094], [-2.863207, 2.650955, 1.090872], [-2.530965, 0.769135, 3.257336], [-3.505721, 0.037357, 1.910625], [-1.923837, -0.947143, 1.395270]], "forces_ev_per_angstrom": [[2.6118, 3.2787, 2.8014], [1.5363, 0.0480, 0.7505], [-1.1199, -0.4428, -3.0573], [-1.0957, -1.2187, -1.6697], [-1.3334, 0.2797, -0.1332], [0.0995, -0.3626, 0.6755], [-0.6919, -1.5823, 0.6338], [1.6205, -2.8827, -0.5778], [-0.5345, 1.0366, 1.2558], [-0.8787, -0.8550, -1.1087], [-0.5520, 0.5200, 1.2069], [0.6306, 0.4805, -1.2378], [-0.3504, -0.4527, -0.3472], [-1.0192, -0.4236, 0.2916], [1.0770, 2.5769, 0.5163]]}



{"formula": "C3H9NO2", "method": "ωB97M-V with the def2-TZVPD basis set", "largest_force_ev_per_a": 2.773, "smiles": "C[C@H](N)C=O.O", "e_homo_ev": -9.78, "multiplicity": 1, "mol_weight_da": 91.11, "energy_ev": -8840.9214, "e_above_lowest_kcal_mol": 46.9, "elements": ["C", "C", "N", "C", "O", "H", "H", "H", "H", "H", "H", "H", "O", "H", "H"], "coordinates": [[-1.818326, -1.274179, 1.676602], [-0.407788, -0.937374, 1.281323], [-0.119533, 0.524717, 1.323864], [-0.118049, -1.456032, -0.075795], [0.189050, -2.605184, -0.312052], [-2.169237, -0.884429, 2.630345], [-2.501145, -1.067749, 0.860883], [-1.876277, -2.340377, 1.910871], [0.241689, -1.510957, 1.961813], [-0.477137, 0.584338, 2.273249], [0.801580, 0.930852, 1.272269], [-0.093456, -0.734035, -0.915978], [1.929245, 4.367010, -3.460936], [1.620495, 5.201307, -3.818276], [2.527627, 4.550596, -2.735222]], "forces_ev_per_angstrom": [[-0.5955, -0.7495, 0.2187], [1.8769, 0.1917, 0.0636], [-2.3610, -0.8789, 1.1579], [0.9227, -1.1882, -1.2635], [-0.3678, 0.4717, 0.2919], [0.1414, 0.8456, -0.1338], [-0.3855, 0.2432, 0.1259], [0.1713, -0.1432, -0.5668], [0.1077, 0.1243, -0.1595], [0.3765, 1.7172, 0.0639], [0.4243, -0.8628, -0.0091], [-0.3125, 0.2284, 0.2111], [-0.1315, -0.4463, -0.1669], [0.1176, 0.1784, 0.1471], [0.0153, 0.2685, 0.0196]]}



{"formula": "C3H9NO2", "method": "ωB97M-V with the def2-TZVPD basis set", "largest_force_ev_per_a": 0.746, "smiles": "CC(N)=O.CO", "e_homo_ev": -9.61, "multiplicity": 1, "mol_weight_da": 91.11, "energy_ev": -8841.8982, "e_above_lowest_kcal_mol": 24.4, "elements": ["C", "C", "N", "O", "H", "H", "H", "H", "H", "C", "O", "H", "H", "H", "H"], "coordinates": [[2.074966, 0.925362, -0.345238], [0.597416, 1.200553, -0.103099], [-0.161114, 1.295738, -1.234478], [0.160934, 1.249916, 1.021387], [2.384068, 0.968869, -1.389229], [2.344266, -0.063283, 0.025484], [2.616227, 1.648060, 0.265965], [-1.159248, 1.377249, -1.165357], [0.325975, 1.378011, -2.105918], [-1.377305, -1.732359, 0.532241], [-1.627913, -1.024527, 1.722820], [-2.110638, -1.483732, -0.239940], [-0.420285, -1.420227, 0.132249], [-1.358260, -2.816917, 0.648681], [-2.289090, -1.502713, 2.234433]], "forces_ev_per_angstrom": [[0.0213, 0.2473, 0.1023], [0.4323, -0.6033, -0.0736], [0.3851, -0.0310, 0.2368], [-0.2950, 0.2176, 0.0363], [-0.0044, 0.2016, 0.0150], [-0.2386, -0.0229, 0.1003], [0.1664, -0.0300, -0.1984], [-0.0213, 0.1764, -0.0462], [-0.3572, -0.0466, -0.2119], [-0.1754, 0.0698, -0.4712], [-0.0742, -0.2132, 0.3315], [-0.1882, -0.0753, -0.0313], [0.2826, 0.0849, 0.1488], [0.0034, -0.0582, 0.1642], [0.0631, 0.0830, -0.1029]]}



{"formula": "C3H9NO2", "method": "ωB97M-V with the def2-TZVPD basis set", "largest_force_ev_per_a": 5.085, "smiles": "CNC(C)=O.O", "e_homo_ev": -9.49, "multiplicity": 1, "mol_weight_da": 91.11, "energy_ev": -8840.2904, "e_above_lowest_kcal_mol": 61.5, "elements": ["C", "N", "C", "C", "O", "H", "H", "H", "H", "H", "H", "H", "O", "H", "H"], "coordinates": [[1.055739, -1.663075, 2.328476], [0.079075, -1.589981, 1.245980], [-0.054729, -0.469319, 0.323253], [-1.217577, -0.637042, -0.556206], [0.883858, 0.354042, 0.254097], [1.757104, -0.903854, 2.290793], [0.772783, -1.986421, 3.311590], [1.822248, -2.403413, 2.071130], [-0.462640, -2.390728, 0.836204], [-1.696506, -1.562221, -0.327052], [-1.041507, -0.646780, -1.523327], [-1.977545, 0.162117, -0.543626], [-0.605443, 3.449897, -3.059961], [0.006847, 4.307696, -2.744650], [-0.662232, 2.738579, -2.219151]], "forces_ev_per_angstrom": [[0.6176, -2.7007, -1.9240], [-1.8629, 1.3069, -1.7658], [4.5589, -0.7815, 2.1126], [-2.2055, 0.9071, 3.1580], [-2.8797, -1.0751, 0.0360], [0.3891, 2.6298, 0.2566], [-0.9737, 0.5215, 0.3933], [-0.2922, -0.8040, -0.2308], [1.1489, 0.8334, 1.6098], [-0.6616, -0.5072, 0.2038], [1.8129, -0.1991, -4.7418], [0.3131, -0.1116, 0.8660], [1.9106, 0.5012, 4.1062], [-2.4959, -3.8469, -0.8457], [0.6204, 3.3263, -3.2341]]}



{"formula": "C3H9NO2", "method": "ωB97M-V with the def2-TZVPD basis set", "largest_force_ev_per_a": 0.634, "smiles": "CC(N)=O.CO", "e_homo_ev": -9.65, "multiplicity": 1, "mol_weight_da": 91.11, "energy_ev": -8842.1422, "e_above_lowest_kcal_mol": 18.7, "elements": ["C", "C", "N", "O", "H", "H", "H", "H", "H", "C", "O", "H", "H", "H", "H"], "coordinates": [[0.112496, 1.377817, 0.934700], [0.826010, 1.244150, -0.379965], [1.401616, 0.029008, -0.645884], [0.869281, 2.150293, -1.191661], [-0.288899, 0.447480, 1.322798], [-0.658711, 2.126559, 0.818795], [0.835936, 1.716176, 1.683200], [2.032362, 0.022349, -1.434400], [1.518762, -0.617249, 0.115048], [-2.058755, -1.995447, 0.806917], [-0.746136, -1.981453, 0.250073], [-2.011323, -2.471534, 1.779209], [-2.480829, -0.995175, 0.925940], [-2.735248, -2.581268, 0.178737], [-0.857210, -1.992363, -0.709768]], "forces_ev_per_angstrom": [[0.3392, 0.0110, 0.3882], [-0.0014, -0.1690, -0.6114], [-0.0193, 0.4675, 0.1669], [-0.0016, -0.0237, 0.1733], [-0.1413, -0.1967, -0.2163], [-0.1349, 0.1101, 0.0994], [-0.0591, 0.1799, -0.0925], [-0.0098, -0.1672, 0.1992], [0.0244, -0.2113, -0.1888], [-0.0706, -0.2307, -0.2073], [-0.3354, -0.0068, -0.1836], [0.0648, -0.0393, 0.1683], [0.1095, 0.1004, -0.0473], [-0.0416, 0.0229, 0.0949], [0.2771, 0.1530, 0.2570]]}